Entry from OMol25: a 12-piece molecular cluster, C16H53BFN22O14 overall (ωB97M-V/def2-TZVPD).

Calculated values
LUMO, eV: 1.64
Energy above the lowest of the compared OMol25 structures with the same formula, charge and spin, kJ/mol: 0.0
2S+1: 1
Energy, eV: -82303.7234
Charge: -1
Kohn-Sham gap, eV: 5.5

Each line ends with the Löwdin charge.
Geometry (Å):
O1 -3.2429 4.4863 0.1342  0.01
C1 -4.4523 4.5214 -0.1719  -0.28
O2 -5.3272 3.5500 0.3546  -0.14
C2 -5.3697 2.3293 -0.4752  -0.19
C3 -4.1178 1.3421 -0.2989  -0.19
B1 -3.8688 0.6388 -1.8009  -0.51
C4 -2.4526 1.2177 -2.4204  -0.11
C5 -2.5951 2.0524 -3.7731  -0.34
O3 -3.5189 1.9976 -4.5932  0.04
F1 -1.4865 2.9580 -4.0889  -0.08
H1 -4.7941 5.3970 -0.8369  0.14
H2 -5.4138 2.6733 -1.5722  0.11
H3 -6.3696 1.8101 -0.2462  0.10
H4 -4.3189 0.4871 0.4369  0.06
H5 -3.1715 1.8635 0.0943  0.08
H6 -4.7842 0.8350 -2.5340  0.03
H7 -3.7784 -0.5541 -1.6570  0.03
H8 -1.8601 1.8867 -1.6903  0.10
H9 -1.7608 0.3282 -2.6564  0.10
C6 1.2439 -0.5704 -4.1196  -0.71
O4 0.2708 -1.2957 -4.0029  0.02
N1 2.4472 -0.8602 -3.5609  0.15
N2 1.2054 0.5888 -4.8150  0.16
H10 3.2593 -0.2738 -3.6435  0.06
H11 2.5133 -1.7147 -3.0342  0.09
H12 0.3265 0.8370 -5.2404  0.10
H13 1.9907 1.2037 -4.9242  0.09
C7 4.5381 0.6825 -0.9273  -0.71
O5 4.2821 1.1111 -2.0483  -0.01
N3 3.6226 0.0397 -0.1657  0.17
N4 5.7594 0.8173 -0.3557  0.16
H14 3.8113 -0.3178 0.7551  0.09
H15 2.7004 -0.0778 -0.5573  0.12
H16 6.4694 1.2936 -0.8946  0.08
H17 5.9898 0.4742 0.5614  0.09
C8 5.6360 -2.9035 0.7288  -0.70
O6 6.1196 -1.8144 1.0264  -0.01
N5 4.6563 -3.0402 -0.1919  0.17
N6 6.0422 -4.0633 1.2974  0.17
H18 4.2497 -3.9208 -0.4487  0.11
H19 4.3251 -2.1995 -0.6389  0.08
H20 6.7710 -4.0046 1.9887  0.11
H21 5.6606 -4.9632 1.0676  0.10
C9 -2.4801 -0.5693 2.5159  -0.67
O7 -2.7324 -0.1547 1.3999  0.04
N7 -3.4080 -1.2006 3.2810  0.15
N8 -1.2538 -0.4359 3.0931  0.14
H22 -3.2298 -1.5504 4.2041  0.08
H23 -4.3286 -1.3149 2.8832  0.08
H24 -0.5411 0.0284 2.5539  0.10
H25 -1.0286 -0.7709 4.0116  0.08
C10 -7.0490 -0.6979 4.5396  -0.69
O8 -6.5327 -1.0138 3.4790  0.02
N9 -8.1194 -1.3511 5.0495  0.16
N10 -6.5960 0.3350 5.2937  0.16
H26 -8.5634 -1.1094 5.9159  0.10
H27 -8.4829 -2.1234 4.5122  0.09
H28 -5.8007 0.8450 4.9430  0.11
H29 -7.0059 0.6118 6.1665  0.09
C11 8.8676 -6.4868 0.4306  -0.71
O9 7.8931 -7.2176 0.5467  0.01
N11 10.0694 -6.7756 0.9974  0.14
N12 8.8336 -5.3292 -0.2702  0.16
H30 10.8807 -6.1911 0.9153  0.09
H31 10.1336 -7.6289 1.5271  0.10
H32 7.9562 -5.0785 -0.7074  0.06
H33 9.6214 -4.7169 -0.3758  0.10
C12 3.3025 2.5067 2.7851  -0.69
O10 2.8590 1.4074 2.4958  0.02
N13 2.9481 3.1639 3.9186  0.15
N14 4.1891 3.1674 1.9978  0.16
H34 3.3008 4.0677 4.1744  0.09
H35 2.2915 2.7053 4.5282  0.11
H36 4.4769 2.7106 1.1465  0.07
H37 4.5659 4.0710 2.2166  0.09
C13 7.4163 -2.7433 -2.4417  -0.66
O11 7.0405 -3.6642 -1.7275  0.00
N15 8.2353 -2.9324 -3.5083  0.15
N16 7.0478 -1.4595 -2.2288  0.19
H38 8.5544 -2.1921 -4.1058  0.09
H39 8.5307 -3.8757 -3.6986  0.10
H40 6.4402 -1.2785 -1.4432  0.06
H41 7.3439 -0.6903 -2.8019  0.10
C14 -9.0303 0.9664 -1.9921  -0.68
O12 -8.1393 1.1574 -1.1837  0.04
N17 -9.4751 1.9353 -2.8335  0.15
N18 -9.6562 -0.2323 -2.1227  0.15
H42 -10.2065 1.7990 -3.5065  0.09
H43 -9.0341 2.8378 -2.7668  0.11
H44 -9.3527 -0.9763 -1.5159  0.11
H45 -10.3911 -0.4106 -2.7820  0.09
C15 -10.7429 -1.0878 2.5983  -0.70
O13 -10.7678 -2.1468 3.2148  0.00
N19 -11.8693 -0.3907 2.2970  0.14
N20 -9.5940 -0.5219 2.1652  0.18
H46 -11.8712 0.4774 1.7936  0.09
H47 -12.7453 -0.7801 2.6028  0.10
H48 -8.7349 -1.0109 2.3700  0.08
H49 -9.5519 0.3448 1.6590  0.10
C16 6.9927 4.3123 -1.1819  -0.69
O14 7.4710 3.2442 -1.5324  0.01
N21 5.6622 4.4848 -0.9869  0.17
N22 7.7502 5.4164 -0.9590  0.15
H50 5.2465 5.3522 -0.7002  0.10
H51 5.0666 3.6850 -1.1453  0.09
H52 8.7434 5.3262 -1.0943  0.10
H53 7.3764 6.3021 -0.6715  0.09